This record from OMol25 describes C24H60N4O12SSn as an isolated structure. The level of theory is ωB97M-V with the def2-TZVPD basis set.

Output
Molecular weight   747.5 g/mol
Charge   0
HOMO level   -0.2720 Eh

Each line ends with the Mulliken charge.
Atoms and positions in Å:
Sn: -35.666 -16.400 -44.225  0.70
S: -33.587 -16.062 -39.421  1.27
O: -32.277 -16.562 -38.981  -0.53
O: -34.267 -15.553 -38.227  -0.44
O: -33.477 -15.189 -40.560  -0.56
O: -34.457 -17.194 -39.875  -0.46
C: -31.943 -22.404 -32.859  -0.75
O: -32.100 -21.493 -34.022  -0.31
C: -30.992 -20.585 -33.953  -0.57
C: -30.946 -19.653 -35.246  -0.91
N: -31.131 -20.430 -36.454  -0.13
C: -30.163 -21.508 -36.895  -0.64
C: -30.442 -21.595 -38.442  -0.74
O: -31.611 -22.312 -38.808  -0.32
C: -31.779 -23.561 -38.183  -0.65
H: -31.963 -21.899 -31.893  0.31
H: -30.929 -22.802 -32.861  0.32
H: -32.727 -23.161 -32.886  0.26
H: -30.078 -21.173 -34.033  0.35
H: -31.024 -19.888 -33.115  0.42
H: -29.939 -19.236 -35.260  0.39
H: -31.616 -18.800 -35.138  0.47
H: -31.081 -19.738 -37.188  0.17
H: -30.273 -22.474 -36.403  0.33
H: -29.115 -21.244 -36.754  0.40
H: -29.605 -22.119 -38.905  0.40
H: -30.273 -20.611 -38.878  0.47
H: -32.080 -23.338 -37.159  0.19
H: -30.848 -24.122 -38.258  0.34
H: -32.610 -24.126 -38.607  0.20
C: -37.232 -23.746 -41.448  -0.82
O: -36.756 -22.422 -41.506  -0.34
C: -37.157 -21.662 -42.593  -0.64
C: -36.485 -22.056 -43.935  -0.36
N: -35.182 -21.255 -43.959  -0.29
C: -34.280 -21.671 -44.940  -0.96
C: -33.037 -20.783 -45.176  -0.48
O: -33.495 -19.573 -45.736  -0.29
C: -32.576 -18.918 -46.625  -0.73
H: -38.139 -23.897 -42.034  0.39
H: -37.434 -23.936 -40.394  0.26
H: -36.613 -24.516 -41.908  0.28
H: -36.961 -20.634 -42.287  0.31
H: -38.218 -21.837 -42.770  0.43
H: -37.276 -21.922 -44.673  0.35
H: -36.168 -23.096 -43.870  0.26
H: -34.621 -21.448 -43.142  0.29
H: -34.628 -21.816 -45.963  0.38
H: -33.929 -22.643 -44.596  0.50
H: -32.337 -21.184 -45.909  0.39
H: -32.600 -20.706 -44.180  0.28
H: -32.404 -19.501 -47.530  0.31
H: -31.586 -18.869 -46.171  0.34
H: -33.115 -17.972 -46.666  0.17
C: -30.234 -8.740 -33.708  -0.82
O: -31.260 -9.578 -34.119  -0.27
C: -30.766 -10.849 -34.464  -0.45
C: -31.840 -11.908 -34.546  -0.85
N: -32.729 -11.647 -35.697  -0.17
C: -33.661 -10.493 -35.666  -0.52
C: -34.401 -10.471 -37.029  -0.61
O: -33.497 -10.122 -38.087  -0.27
C: -34.041 -10.205 -39.358  -0.76
H: -30.716 -7.989 -33.082  0.26
H: -29.826 -8.130 -34.515  0.30
H: -29.473 -9.167 -33.057  0.32
H: -30.044 -11.226 -33.740  0.45
H: -30.290 -10.699 -35.433  0.27
H: -32.496 -11.759 -33.689  0.32
H: -31.453 -12.925 -34.493  0.45
H: -33.157 -12.474 -36.087  0.15
H: -33.193 -9.548 -35.389  0.33
H: -34.464 -10.639 -34.944  0.29
H: -35.176 -9.706 -36.990  0.37
H: -34.740 -11.471 -37.299  0.35
H: -33.415 -9.906 -40.198  0.26
H: -34.699 -9.348 -39.501  0.30
H: -34.428 -11.210 -39.525  0.29
C: -40.731 -18.578 -36.980  -0.69
O: -39.451 -18.154 -37.452  -0.34
C: -39.409 -16.760 -37.764  -0.66
C: -39.462 -15.773 -36.611  -0.62
N: -38.299 -16.035 -35.792  -0.07
C: -38.378 -15.484 -34.460  -0.75
C: -37.142 -15.725 -33.662  -0.58
O: -36.763 -17.069 -33.547  -0.30
C: -35.961 -17.346 -32.453  -0.77
H: -41.388 -18.269 -37.793  0.33
H: -40.992 -18.194 -35.994  0.22
H: -40.711 -19.668 -36.972  0.26
H: -40.287 -16.454 -38.332  0.43
H: -38.507 -16.863 -38.368  0.32
H: -40.347 -16.098 -36.064  0.25
H: -39.421 -14.706 -36.832  0.50
H: -37.513 -15.638 -36.288  0.12
H: -39.268 -15.696 -33.869  0.45
H: -38.430 -14.396 -34.494  0.33
H: -37.310 -15.305 -32.671  0.37
H: -36.443 -15.032 -34.130  0.30
H: -35.646 -18.378 -32.301  0.27
H: -36.488 -17.137 -31.521  0.30
H: -35.167 -16.604 -32.534  0.31